The following is a DFT calculation (ωB97M-V/def2-TZVPD) of 11 unconnected molecules or ions with the total composition H22O11.

Structure (XYZ):
```
33
H22O11 | the OMol25 dataset | ωB97M-V/def2-TZVPD
O -2.25 0.68 -1.24
H -1.56 0.42 -0.63
H -2.79 1.16 -0.61
O -0.39 -0.59 0.19
H -0.35 -1.38 -0.37
H 0.43 -0.19 -0.09
O 2.31 -0.22 -0.59
H 2.12 -0.98 -1.16
H 3.05 0.19 -1.07
O -1.32 2.05 1.36
H -1.29 1.16 1.69
H -2.07 2.41 1.89
O 1.77 -2.01 -2.55
H 2.04 -1.69 -3.42
H 0.85 -1.91 -2.69
O -1.16 -2.17 -2.04
H -0.97 -1.83 -2.90
H -1.35 -3.12 -2.07
O 3.50 -0.16 1.82
H 2.99 0.04 1.01
H 4.35 -0.52 1.50
O 1.44 1.75 1.94
H 1.68 1.13 2.62
H 0.54 1.63 1.64
O -3.89 -1.05 0.36
H -3.06 -0.82 -0.07
H -3.85 -0.55 1.16
O -0.49 -0.26 2.82
H -0.28 -0.71 2.01
H 0.35 -0.34 3.34
O 0.08 2.97 -1.27
H -0.48 2.60 -0.58
H 0.08 2.31 -1.97
```

## Properties
energy above the lowest of the compared OMol25 structures with the same formula, charge and spin = 42.6 kcal per mole
gap between HOMO and LUMO = 0.367 Ha
SMILES = O.O.O.O.O.O.O.O.O.O.O
charge = 0
E_HOMO = -0.385 hartree

Computed natural (NBO) charges, given in elementary charges: number 1, O, carries -0.965; number 2, H, carries 0.476; number 3, H, carries 0.468; number 4, O, carries -0.990; number 5, H, carries 0.504; number 6, H, carries 0.508; number 7, O, carries -0.985; number 8, H, carries 0.501; number 9, H, carries 0.488; number 10, O, carries -0.978; number 11, H, carries 0.494; number 12, H, carries 0.487; number 13, O, carries -0.927; number 14, H, carries 0.478; number 15, H, carries 0.469; number 16, O, carries -0.957; number 17, H, carries 0.476; number 18, H, carries 0.500; number 19, O, carries -0.984; number 20, H, carries 0.500; number 21, H, carries 0.461; number 22, O, carries -0.955; number 23, H, carries 0.468; number 24, H, carries 0.479; number 25, O, carries -0.943; number 26, H, carries 0.476; number 27, H, carries 0.456; number 28, O, carries -0.977; number 29, H, carries 0.494; number 30, H, carries 0.479; number 31, O, carries -0.946; number 32, H, carries 0.485; number 33, H, carries 0.459

***

The following is a DFT calculation (ωB97M-V/def2-TZVPD) of 11 unconnected molecules or ions with the total composition H22O11.

Structure (XYZ):
```
33
H22O11 | the OMol25 dataset | ωB97M-V/def2-TZVPD
O -0.48 -0.33 0.97
H 0.48 -0.41 0.91
H -0.67 0.46 0.45
O -4.71 2.28 0.78
H -4.37 2.90 1.43
H -3.93 1.93 0.35
O -1.76 3.36 -1.88
H -2.49 3.83 -1.47
H -1.55 3.90 -2.66
O 0.98 3.48 1.59
H 0.53 3.13 0.81
H 1.10 4.41 1.41
O 3.50 -0.26 -1.50
H 3.84 0.00 -2.36
H 3.66 -1.21 -1.46
O 4.91 -1.20 0.94
H 4.42 -1.33 0.12
H 4.23 -0.94 1.58
O 2.80 -2.72 -0.50
H 3.06 -2.72 0.42
H 3.59 -3.02 -0.97
O -2.98 0.54 -3.61
H -2.60 1.07 -2.90
H -3.35 -0.23 -3.16
O -4.97 1.38 -2.32
H -5.00 0.42 -2.36
H -4.07 1.58 -2.02
O 1.13 -4.06 1.61
H 1.65 -3.52 2.22
H 1.47 -4.95 1.73
O 0.40 -2.92 4.14
H 1.21 -2.82 3.63
H -0.02 -2.05 4.08
```

## Properties
energy above the lowest of the compared OMol25 structures with the same formula, charge and spin = 89.3 kcal per mole
gap between HOMO and LUMO = 0.380 Ha
SMILES = O.O.O.O.O.O.O.O.O.O.O
charge = 0
E_HOMO = -0.390 hartree

Computed natural (NBO) charges, given in elementary charges: number 1, O, carries -0.934; number 2, H, carries 0.471; number 3, H, carries 0.463; number 4, O, carries -0.923; number 5, H, carries 0.466; number 6, H, carries 0.457; number 7, O, carries -0.959; number 8, H, carries 0.477; number 9, H, carries 0.483; number 10, O, carries -0.936; number 11, H, carries 0.467; number 12, H, carries 0.469; number 13, O, carries -0.937; number 14, H, carries 0.471; number 15, H, carries 0.457; number 16, O, carries -0.936; number 17, H, carries 0.464; number 18, H, carries 0.463; number 19, O, carries -0.918; number 20, H, carries 0.475; number 21, H, carries 0.459; number 22, O, carries -0.911; number 23, H, carries 0.459; number 24, H, carries 0.454; number 25, O, carries -0.903; number 26, H, carries 0.455; number 27, H, carries 0.444; number 28, O, carries -0.903; number 29, H, carries 0.431; number 30, H, carries 0.472; number 31, O, carries -0.910; number 32, H, carries 0.435; number 33, H, carries 0.476

***

The following is a DFT calculation (ωB97M-V/def2-TZVPD) of 11 unconnected molecules or ions with the total composition H22O11.

Structure (XYZ):
```
33
H22O11 | the OMol25 dataset | ωB97M-V/def2-TZVPD
O -25.58 10.14 -3.54
H -25.42 10.63 -4.33
H -25.42 10.62 -2.74
O -24.16 7.99 -1.56
H -23.95 8.14 -0.61
H -23.37 8.44 -1.93
O -24.35 5.73 -2.93
H -24.26 6.64 -2.62
H -25.12 5.79 -3.51
O -29.54 9.41 -1.27
H -29.90 10.28 -1.34
H -28.74 9.48 -0.83
O -29.46 8.24 2.13
H -29.52 7.72 2.92
H -28.50 8.30 1.99
O -28.52 9.21 -3.96
H -27.73 8.66 -3.83
H -28.77 9.45 -3.05
O -26.60 8.69 -1.13
H -25.77 8.37 -1.52
H -26.76 8.47 -0.24
O -26.88 8.12 1.61
H -26.59 8.85 2.21
H -25.99 7.66 1.58
O -26.44 7.60 -3.59
H -26.68 7.38 -2.66
H -26.12 8.46 -3.58
O -25.54 10.51 2.30
H -24.96 11.14 1.86
H -26.30 10.62 1.71
O -25.25 10.93 -0.66
H -25.87 10.23 -0.85
H -24.40 10.50 -0.42
```

## Properties
energy above the lowest of the compared OMol25 structures with the same formula, charge and spin = 59.0 kcal per mole
gap between HOMO and LUMO = 0.319 Ha
SMILES = O.O.O.O.O.O.O.O.O.O.O
charge = 0
E_HOMO = -0.355 hartree

Computed natural (NBO) charges, given in elementary charges: number 1, O, carries -0.979; number 2, H, carries 0.497; number 3, H, carries 0.498; number 4, O, carries -0.937; number 5, H, carries 0.484; number 6, H, carries 0.504; number 7, O, carries -0.967; number 8, H, carries 0.467; number 9, H, carries 0.483; number 10, O, carries -0.920; number 11, H, carries 0.471; number 12, H, carries 0.465; number 13, O, carries -0.948; number 14, H, carries 0.460; number 15, H, carries 0.470; number 16, O, carries -0.988; number 17, H, carries 0.467; number 18, H, carries 0.471; number 19, O, carries -1.015; number 20, H, carries 0.504; number 21, H, carries 0.500; number 22, O, carries -0.973; number 23, H, carries 0.506; number 24, H, carries 0.496; number 25, O, carries -0.962; number 26, H, carries 0.483; number 27, H, carries 0.487; number 28, O, carries -0.955; number 29, H, carries 0.489; number 30, H, carries 0.474; number 31, O, carries -0.981; number 32, H, carries 0.492; number 33, H, carries 0.458

***

The following is a DFT calculation (ωB97M-V/def2-TZVPD) of 11 unconnected molecules or ions with the total composition H22O11.

Structure (XYZ):
```
33
H22O11 | the OMol25 dataset | ωB97M-V/def2-TZVPD
O -3.04 1.75 1.26
H -2.84 1.42 2.11
H -2.26 2.23 0.99
O 3.49 -1.66 0.81
H 3.25 -1.57 -0.14
H 3.56 -0.78 1.09
O -0.50 -3.25 -0.12
H -0.20 -4.04 -0.56
H -0.53 -2.60 -0.80
O 0.39 0.24 -0.33
H -0.55 0.07 -0.17
H 0.80 0.18 0.56
O -1.85 2.37 -1.77
H -0.94 2.41 -1.41
H -2.06 3.29 -1.68
O 3.31 -0.19 3.46
H 3.54 -0.96 3.91
H 2.48 -0.37 2.98
O -2.47 -0.23 -2.73
H -2.27 0.56 -2.22
H -1.75 -0.84 -2.46
O 1.19 2.95 -1.01
H 1.77 2.88 -1.77
H 1.20 2.10 -0.57
O 0.08 -1.55 -2.48
H 0.52 -0.78 -2.18
H 0.78 -2.08 -2.85
O -2.26 -0.48 0.12
H -2.60 0.34 0.38
H -2.26 -1.06 0.85
O 1.08 -0.12 2.11
H 0.38 -0.80 2.09
H 0.56 0.58 2.52
```

## Properties
energy above the lowest of the compared OMol25 structures with the same formula, charge and spin = 42.6 kcal per mole
gap between HOMO and LUMO = 0.336 Ha
SMILES = O.O.O.O.O.O.O.O.O.O.O
charge = 0
E_HOMO = -0.360 hartree

Computed natural (NBO) charges, given in elementary charges: number 1, O, carries -0.914; number 2, H, carries 0.467; number 3, H, carries 0.480; number 4, O, carries -0.934; number 5, H, carries 0.463; number 6, H, carries 0.470; number 7, O, carries -0.964; number 8, H, carries 0.467; number 9, H, carries 0.489; number 10, O, carries -1.047; number 11, H, carries 0.495; number 12, H, carries 0.482; number 13, O, carries -0.963; number 14, H, carries 0.490; number 15, H, carries 0.476; number 16, O, carries -0.973; number 17, H, carries 0.466; number 18, H, carries 0.481; number 19, O, carries -0.962; number 20, H, carries 0.475; number 21, H, carries 0.473; number 22, O, carries -0.971; number 23, H, carries 0.477; number 24, H, carries 0.491; number 25, O, carries -0.962; number 26, H, carries 0.496; number 27, H, carries 0.476; number 28, O, carries -0.957; number 29, H, carries 0.489; number 30, H, carries 0.469; number 31, O, carries -0.916; number 32, H, carries 0.503; number 33, H, carries 0.488

***

The following is a DFT calculation (ωB97M-V/def2-TZVPD) of 11 unconnected molecules or ions with the total composition H22O11.

Structure (XYZ):
```
33
H22O11 | the OMol25 dataset | ωB97M-V/def2-TZVPD
O 1.14 1.93 1.85
H 1.43 2.69 2.35
H 1.23 1.19 2.46
O -1.15 -2.49 -1.93
H -0.96 -1.70 -1.42
H -1.29 -2.17 -2.82
O -3.55 2.63 -0.14
H -3.06 1.99 0.38
H -3.68 2.20 -0.98
O -0.20 -0.28 -0.47
H -0.54 0.43 0.08
H 0.75 -0.21 -0.40
O 3.12 1.05 0.50
H 2.33 1.41 0.89
H 3.65 1.82 0.28
O 1.98 -1.26 1.49
H 2.52 -1.99 1.79
H 2.61 -0.63 1.13
O 4.29 -1.03 -1.06
H 3.73 -0.48 -0.51
H 5.11 -1.10 -0.57
O -2.10 0.92 1.50
H -2.55 0.43 2.19
H -1.64 1.62 1.95
O -4.20 -0.25 -0.41
H -3.26 -0.38 -0.37
H -4.56 -0.86 0.24
O -1.13 -2.45 1.08
H -0.58 -1.80 0.64
H -1.64 -1.95 1.72
O 0.59 0.10 -4.14
H 0.51 -0.25 -3.25
H 1.06 0.92 -4.04
```

## Properties
energy above the lowest of the compared OMol25 structures with the same formula, charge and spin = 42.2 kcal per mole
gap between HOMO and LUMO = 0.364 Ha
SMILES = O.O.O.O.O.O.O.O.O.O.O
charge = 0
E_HOMO = -0.387 hartree

Computed natural (NBO) charges, given in elementary charges: number 1, O, carries -0.944; number 2, H, carries 0.492; number 3, H, carries 0.499; number 4, O, carries -0.949; number 5, H, carries 0.477; number 6, H, carries 0.461; number 7, O, carries -0.964; number 8, H, carries 0.476; number 9, H, carries 0.472; number 10, O, carries -0.970; number 11, H, carries 0.499; number 12, H, carries 0.491; number 13, O, carries -1.008; number 14, H, carries 0.491; number 15, H, carries 0.491; number 16, O, carries -0.970; number 17, H, carries 0.484; number 18, H, carries 0.475; number 19, O, carries -0.946; number 20, H, carries 0.474; number 21, H, carries 0.461; number 22, O, carries -0.959; number 23, H, carries 0.490; number 24, H, carries 0.489; number 25, O, carries -0.939; number 26, H, carries 0.471; number 27, H, carries 0.469; number 28, O, carries -0.941; number 29, H, carries 0.484; number 30, H, carries 0.443; number 31, O, carries -0.936; number 32, H, carries 0.471; number 33, H, carries 0.465

***

The following is a DFT calculation (ωB97M-V/def2-TZVPD) of 11 unconnected molecules or ions with the total composition H22O11.

Structure (XYZ):
```
33
H22O11 | the OMol25 dataset | ωB97M-V/def2-TZVPD
O 1.75 -2.95 4.38
H 2.46 -3.48 4.75
H 2.12 -2.08 4.29
O -5.45 1.96 0.41
H -6.13 1.29 0.51
H -4.80 1.75 1.08
O 0.13 0.46 0.28
H -0.43 0.67 -0.47
H -0.23 0.97 1.00
O -1.31 -3.83 -4.86
H -2.03 -4.43 -5.03
H -1.72 -3.01 -4.59
O 3.61 1.20 3.56
H 4.32 1.83 3.57
H 3.43 1.04 2.64
O 3.52 -3.09 0.31
H 3.29 -3.77 0.95
H 2.74 -2.54 0.26
O -3.31 0.73 -3.64
H -3.95 0.83 -4.35
H -3.83 0.77 -2.84
O 3.81 -0.51 -4.89
H 4.61 -1.04 -4.95
H 3.17 -1.09 -4.48
O 1.01 4.35 6.14
H 1.38 3.47 6.07
H 1.01 4.54 7.08
O -0.28 2.93 -6.96
H -0.24 2.24 -6.30
H -0.43 2.47 -7.78
O -2.78 -0.30 4.34
H -3.45 -0.86 4.74
H -1.97 -0.55 4.77
```

## Properties
energy above the lowest of the compared OMol25 structures with the same formula, charge and spin = 61.6 kcal per mole
gap between HOMO and LUMO = 0.422 Ha
SMILES = O.O.O.O.O.O.O.O.O.O.O
charge = 0
E_HOMO = -0.417 hartree

Computed natural (NBO) charges, given in elementary charges: number 1, O, carries -0.941; number 2, H, carries 0.468; number 3, H, carries 0.473; number 4, O, carries -0.939; number 5, H, carries 0.467; number 6, H, carries 0.472; number 7, O, carries -0.942; number 8, H, carries 0.472; number 9, H, carries 0.470; number 10, O, carries -0.936; number 11, H, carries 0.466; number 12, H, carries 0.470; number 13, O, carries -0.945; number 14, H, carries 0.471; number 15, H, carries 0.474; number 16, O, carries -0.941; number 17, H, carries 0.468; number 18, H, carries 0.472; number 19, O, carries -0.942; number 20, H, carries 0.469; number 21, H, carries 0.473; number 22, O, carries -0.936; number 23, H, carries 0.468; number 24, H, carries 0.469; number 25, O, carries -0.935; number 26, H, carries 0.469; number 27, H, carries 0.466; number 28, O, carries -0.935; number 29, H, carries 0.470; number 30, H, carries 0.465; number 31, O, carries -0.940; number 32, H, carries 0.468; number 33, H, carries 0.472